13 unconnected molecules or ions with the total composition C25H75O13 at a distorted geometry, computed with the ωB97M-V functional and the def2-TZVPD basis.

Geometry as XYZ:
```
113
Properties=species:S:1:pos:R:3:lowdin_spin:R:1
C 1.6705 -1.4423 0.1044 0.03
C 0.4866 -0.7660 -0.5995 0.09
C 0.0537 0.4571 0.2248 0.01
O 0.7355 -0.4600 -1.9412 0.79
H 2.6291 -0.9661 -0.1017 0.00
H 1.8434 -2.4796 -0.1821 0.00
H 1.6160 -1.4735 1.1926 0.00
H -0.3726 -1.4358 -0.5656 0.05
H -0.7899 0.9553 -0.2530 0.00
H 0.7966 1.2542 0.2518 0.00
H -0.1593 0.1450 1.2473 0.00
C -2.6237 2.0238 2.4863 0.00
C -3.5577 2.9604 3.3242 0.00
C -4.7198 2.2601 4.1306 0.00
O -2.8615 3.7029 4.2262 0.00
H -3.1898 1.4728 1.7354 0.00
H -1.9477 1.3643 3.0306 0.00
H -1.9081 2.6448 1.9473 0.00
H -3.9804 3.6470 2.5907 0.00
H -5.3855 1.7640 3.4243 0.00
H -5.3770 2.8555 4.7644 0.00
H -4.2940 1.4447 4.7153 0.00
H -2.5802 3.0910 4.9104 0.00
C -2.6086 4.4033 -0.4898 0.00
C -4.1230 4.3953 -0.7331 0.00
C -4.6754 5.8142 -0.7976 0.00
O -4.2710 3.9151 -2.0412 0.00
H -2.0169 4.9950 -1.1883 0.00
H -2.2412 3.3778 -0.5278 0.00
H -2.4316 4.7011 0.5437 0.00
H -4.6729 3.7819 -0.0194 0.00
H -5.7454 5.7872 -1.0034 0.00
H -4.1411 6.4180 -1.5312 0.00
H -4.6959 6.2560 0.1987 0.00
H -3.8695 4.5828 -2.6020 0.00
C -0.5829 -2.2342 3.6378 0.00
C -0.6624 -3.6798 3.6162 0.00
C 0.4714 -4.3905 2.8502 0.00
O -0.4410 -4.0338 4.9601 0.00
H -1.4512 -1.8865 4.1975 0.00
H -0.5372 -1.8877 2.6053 0.00
H 0.3542 -1.9411 4.1112 0.00
H -1.6397 -4.0000 3.2549 0.00
H 0.2517 -4.2510 1.7917 0.00
H 0.4521 -5.4345 3.1627 0.00
H 1.4456 -3.9734 3.1052 0.00
H 0.4744 -3.8112 5.1443 0.00
C 2.7773 1.6365 3.1774 0.00
C 3.8795 0.7028 2.5680 0.00
C 4.2788 1.1867 1.1456 0.00
O 5.0894 0.7022 3.3475 0.00
H 2.5221 1.2728 4.1727 0.00
H 1.8679 1.5021 2.5917 0.00
H 3.0252 2.6873 3.3269 0.00
H 3.5042 -0.3205 2.5610 0.00
H 3.4403 1.3436 0.4670 0.00
H 4.9281 0.5252 0.5721 0.00
H 4.7984 2.1446 1.1224 0.00
H 5.4344 1.5980 3.3370 0.00
C 4.5829 -3.7903 -0.0207 0.00
C 4.5658 -4.2534 -1.4953 0.00
C 5.9792 -4.0277 -2.1748 0.00
O 4.3294 -5.5913 -1.5509 0.00
H 5.0379 -4.5081 0.6618 0.00
H 3.5402 -3.8804 0.2840 0.00
H 4.8801 -2.7576 0.1620 0.00
H 3.8189 -3.7244 -2.0872 0.00
H 6.1020 -2.9578 -2.3432 0.00
H 6.0337 -4.6202 -3.0880 0.00
H 6.7151 -4.3765 -1.4503 0.00
H 3.4111 -5.6540 -1.2784 0.00
C 0.6979 4.1248 0.8680 0.00
O 1.0815 4.7137 -0.4134 0.00
H 0.4695 4.9384 1.5564 0.00
H -0.1792 3.4777 0.8781 0.00
H 1.5384 3.5527 1.2609 0.00
H 1.1992 4.0014 -1.0462 0.00
C -1.3622 -0.1559 -5.0526 0.00
O -0.0227 0.1232 -4.7763 0.00
H -1.9518 0.7589 -4.9925 0.00
H -1.4116 -0.5565 -6.0651 0.00
H -1.8665 -0.7922 -4.3253 0.00
H 0.1767 0.1129 -3.8373 0.00
C -0.2513 -3.9105 -2.9927 0.00
O -0.2068 -2.6922 -3.7059 0.01
H -0.0219 -3.6991 -1.9483 0.00
H -1.2105 -4.4127 -3.1191 0.00
H 0.5258 -4.5762 -3.3683 0.00
H -0.0421 -1.9928 -3.0693 0.00
C -2.8962 -3.3927 0.4835 0.00
O -3.6347 -4.6081 0.2730 0.00
H -2.1996 -3.5936 1.2974 0.00
H -2.2833 -3.0805 -0.3620 0.00
H -3.5693 -2.5602 0.6885 0.00
H -4.0847 -4.8505 1.0856 0.00
C 4.0455 -0.8204 -3.1676 0.00
O 2.8177 -1.0067 -3.7905 0.01
H 3.9654 -1.2388 -2.1643 0.00
H 4.8448 -1.3667 -3.6684 0.00
H 4.4153 0.1984 -3.0517 0.00
H 2.1302 -0.9248 -3.1255 0.00
C -3.6431 0.4361 -1.9392 0.00
O -4.8679 0.9844 -2.3404 0.00
H -3.2675 0.8660 -1.0106 0.00
H -3.8010 -0.5936 -1.6184 0.00
H -2.8796 0.6360 -2.6910 0.00
H -4.8098 1.9377 -2.4376 0.00
C -0.3774 2.7365 -2.6663 0.00
O 0.9185 2.5345 -2.2123 0.00
H -1.0266 2.1157 -2.0489 0.00
H -0.7321 3.7595 -2.5404 0.00
H -0.5122 2.4601 -3.7120 0.00
H 1.0162 1.5934 -2.0496 0.00
```

* total charge: 0
* strongest force on any atom: 3.8 eV Å⁻¹
* HOMO level (spin up / spin down): -9.901 / -9.896 eV
* frontier orbital gap (spin up / spin down): 10.0 / 6.0 eV
* <S²>: 0.754
* spin multiplicity: 2